i:
109
Properties=species:S:1:pos:R:3 method="wB97M-V/def2-TZVPD" homo_energy_ev=-4.14 homo_lumo_gap_ev=5.674 total_charge=-1 mol_weight_g_mol=1258.8
Bi -0.5712 0.6815 0.4080
I 2.6156 -2.5489 2.7687
Br -2.4397 -3.5326 2.9253
Br 0.1405 -1.3958 7.4290
S -1.9713 1.7766 2.2412
S -0.2006 -1.2558 -1.7477
S -2.8354 0.5049 -0.7343
O -1.0198 -1.2501 1.5069
N 0.3269 3.3703 -0.1322
N 2.1779 1.5904 -1.0031
N -0.9323 -3.4950 -0.5377
N 0.7559 0.5313 2.5513
N 1.3336 -3.0903 -0.7536
C -5.5672 3.3617 1.4940
C 2.9104 0.5271 -1.4879
C -4.3679 3.0025 2.0728
C 0.0659 -2.7044 -0.9180
C -1.0163 -2.2568 4.9978
C 1.7862 -4.3705 -0.2654
C 4.2417 -1.7738 -2.3214
C -3.4870 2.1429 1.4249
C 0.7795 4.5591 2.5054
C 3.8242 -0.1067 -0.6281
C -1.8257 4.4215 -0.2865
C -0.1442 -1.3587 5.5473
C 1.6028 -5.5085 -1.2769
C 3.3539 3.3167 -2.2960
C 1.3479 3.7821 -0.7847
C -2.7692 -5.1871 -2.1763
C -2.9738 -3.6908 -1.9385
C 0.2038 -0.3700 3.3671
C 2.6745 0.0051 -2.7702
C 0.5196 -0.4068 4.7529
C 4.0886 0.4447 0.7377
C -5.0544 1.9851 -0.3899
C -3.8380 1.6183 0.1790
C -2.8292 5.1784 0.2920
C 2.1047 1.3486 4.3219
C 1.6741 1.3517 2.9932
C 2.2886 2.8124 -1.3491
C -1.9994 3.8601 -1.6661
C 1.5102 0.4806 5.2055
C -0.6356 4.2066 0.4249
C -2.6710 5.7287 1.5498
C -3.3108 -6.0451 -1.0388
C -5.9118 2.8543 0.2516
C -2.3319 -3.1550 -0.6537
C 2.3308 -5.2631 -2.6033
C -0.4685 4.7631 1.6989
C -0.7215 -1.2873 2.7670
C -1.2773 -2.2213 3.6317
C 1.4664 -4.5479 -3.6368
C 1.6865 0.6380 -3.7044
C 4.4767 -1.2481 -1.0614
C -1.4955 5.5205 2.2403
C 3.3466 -1.1423 -3.1665
C 1.5997 5.2465 -1.0441
H -4.0883 3.3839 3.0418
H -3.1975 -7.1025 -1.2702
H 3.2523 0.2063 1.3896
H -4.3662 -5.8360 -0.8818
H -1.3621 5.9451 3.2245
H 4.9852 0.0014 1.1640
H -3.0569 3.8180 -1.9208
H -2.5730 -3.1335 -2.7873
H -0.7075 -4.2841 0.0515
H 0.5817 -5.1380 -3.8691
H 1.2070 -0.1298 -4.3058
H 2.6429 -6.2259 -3.0174
H 0.9104 1.1541 -3.1452
H 0.5659 3.9284 3.3682
H -4.0447 -3.4868 -1.8691
H -2.8511 -3.5557 0.2146
H 0.8606 5.8370 -0.5048
H 2.0884 2.0262 2.2587
H 1.1535 5.5156 2.8690
H -3.4685 6.3005 1.9993
H -1.4859 4.4805 -2.4051
H 3.2323 -4.6764 -2.4151
H -5.3083 1.5638 -1.3511
H -1.5829 2.8573 -1.7356
H 1.8191 0.4470 6.2413
H -1.5017 -3.0009 5.6131
H -1.7057 -5.3896 -2.3200
H 2.9013 2.0059 4.6400
H 4.2006 1.5282 0.7170
H 2.1690 1.3550 -4.3719
H 1.1412 -3.5774 -3.2770
H 1.2779 -4.6223 0.6715
H 1.9926 -6.4132 -0.8057
H 3.1568 -1.5422 -4.1529
H 2.8449 -4.2591 -0.0317
H -6.8451 3.1281 -0.2205
H 5.1771 -1.7336 -0.3973
H -6.2336 4.0375 2.0088
H -3.7585 5.3161 -0.2391
H 2.9114 3.8051 -3.1634
H -2.4366 -2.0680 -0.6409
H 3.9567 2.4774 -2.6374
H 2.0266 -4.3973 -4.5572
H 4.0123 4.0308 -1.8027
H 0.5428 -5.6682 -1.4823
H -3.2796 -5.4573 -3.1066
H 2.0304 -2.4246 -1.0560
H 4.7585 -2.6687 -2.6396
H 2.5950 5.5420 -0.7156
H 1.5159 5.4663 -2.1083
H -2.7877 -5.8439 -0.1075
H 1.5604 4.0803 1.9225



ii:
109
Properties=species:S:1:pos:R:3 method="wB97M-V/def2-TZVPD" homo_energy_ev=-4.48 homo_lumo_gap_ev=6.647 total_charge=-1 mol_weight_g_mol=1258.8
Bi -0.1217 -0.2067 0.6714
I -2.4577 -0.4902 -1.6205
Br -1.9463 -5.2102 -0.3303
Br -5.9227 -4.0478 3.4813
S 1.0832 -1.5618 2.5913
S -1.7950 2.6677 0.9729
S 1.6594 1.6092 1.7577
O -0.8359 -2.4826 0.6166
N -2.7523 3.2270 -1.4238
N 2.0189 -1.0797 -0.8745
N 1.1506 1.3422 -1.8472
N -1.9802 -0.7078 2.3138
N -4.1634 2.0027 -0.1220
C 4.0626 -1.5255 1.1567
C -3.5848 3.0986 -2.6056
C -5.9142 2.9409 2.1812
C -4.3504 -3.5053 2.5584
C 0.1940 4.8239 -2.6912
C -2.5855 -1.9063 2.1203
C 2.7617 -0.4198 -1.6611
C 3.3459 -2.6518 0.4636
C 3.2954 1.7239 -2.9847
C -2.9788 2.6090 -0.2540
C -4.5444 1.1493 0.9903
C 2.3927 -2.4196 -0.5246
C 0.7331 -3.1500 -2.2713
C -2.3626 0.0853 3.2809
C -0.4014 4.6369 -3.9287
C 0.0758 2.2685 -3.7971
C 0.0620 0.8989 -4.4177
C 2.3213 0.9545 -2.1275
C -3.8231 -4.3264 1.6031
C 3.3065 1.5707 3.9240
C -4.7597 4.0723 -2.6264
C 2.4128 0.8290 3.1419
C 4.0489 -0.9397 -2.2456
C -3.4438 -0.2354 4.1196
C -3.7283 -2.2723 2.8639
C -5.8987 1.5445 1.5649
C 2.9701 -5.0215 0.1643
C 1.7263 -3.4537 -1.1867
C 2.1725 -0.5133 3.4806
C -0.4455 3.3629 -4.4773
C -5.6470 3.8962 -3.8559
C -2.6518 -3.9786 0.9203
C 2.0308 -4.7584 -0.8228
C -5.0044 3.0654 3.4004
C 2.8470 -1.0642 4.5790
C 3.9661 1.0131 5.0052
C 3.6213 -3.9755 0.7950
C 0.7381 3.7575 -1.9769
C 0.6487 2.4813 -2.5351
C -6.3368 2.5352 -3.9164
C 3.7351 -0.3197 5.3343
C -1.9582 -2.7900 1.1518
C 1.4190 3.9867 -0.6601
C -4.1378 -1.3890 3.8892
H -3.9532 2.9620 3.1240
H -4.9951 -1.6508 4.4953
H -0.5784 0.8891 -5.2999
H -1.8208 3.5953 -1.5274
H -4.3598 5.0892 -2.5914
H 4.2703 1.7712 -2.4978
H -4.3027 -5.2680 1.3740
H 2.9399 2.7352 -3.1610
H -4.6862 1.8590 -0.9724
H 4.0617 -0.8098 -3.3282
H -2.9427 3.2802 -3.4652
H -1.8299 1.0252 3.3804
H -5.6072 3.6691 1.4244
H -0.8165 5.4800 -4.4683
H 1.5126 -5.5724 -1.3165
H 4.1865 -1.9905 -2.0111
H -6.6599 1.4736 0.7799
H 4.2883 -1.7956 2.1888
H -6.9411 3.1964 2.4570
H -6.8659 2.3283 -2.9814
H -6.1695 0.8023 2.3235
H 0.3662 -4.0722 -2.7203
H -4.5497 0.1103 0.6491
H 3.1862 -6.0449 0.4476
H -3.9016 2.0558 -2.7041
H 0.2546 5.8171 -2.2607
H 3.4645 -0.6134 1.1818
H 3.4780 2.6072 3.6575
H -5.2417 2.2949 4.1405
H 4.3437 -4.1752 1.5789
H -7.0705 2.4965 -4.7230
H 4.8939 -0.3789 -1.8392
H -6.4043 4.6843 -3.8612
H -0.1267 -2.6030 -1.8787
H -3.7599 1.2408 1.7374
H -5.3613 3.9492 -1.7192
H -3.7233 0.4419 4.9154
H -5.6290 1.7219 -4.0806
H 3.4392 1.2355 -3.9509
H -5.1202 4.0375 3.8834
H -0.8957 3.2035 -5.4514
H 4.2409 -0.7750 6.1778
H 5.0112 -1.3036 0.6551
H 1.6334 5.0468 -0.5207
H -0.3126 0.1541 -3.7134
H 0.7822 3.6563 0.1629
H 2.6580 -2.1023 4.8295
H 2.3521 3.4275 -0.5753
H 1.0662 0.5959 -4.7329
H 4.6568 1.6129 5.5860
H -5.0457 4.0450 -4.7590
H 1.1797 -2.5390 -3.0622



How far above the most stable structure does each one sit? In eV: i 0.578; ii 0.000.



i:
13
Properties=species:S:1:pos:R:3 method="wB97M-V/def2-TZVPD" homo_energy_ev=-3.83 homo_lumo_gap_ev=7.982 total_charge=-1 mol_weight_g_mol=104.1
O 2.9171 1.1029 -0.3526
O 2.1026 -0.6186 1.2488
N 2.5507 -0.1977 -0.8589
N -0.2252 -1.8153 -0.5217
N 2.1549 -0.9930 0.0056
C -0.7430 0.5765 -0.1273
C -0.8991 -0.9079 0.0102
H 0.5673 -1.5098 -1.0822
H -1.7154 1.0652 -0.2132
H -0.2415 0.9476 0.7661
H 2.7242 0.9252 0.6122
H -1.6984 -1.2268 0.6836
H -0.1225 0.8167 -0.9882



ii:
13
Properties=species:S:1:pos:R:3 method="wB97M-V/def2-TZVPD" homo_energy_ev="-2.73 / -3.72" homo_lumo_gap_ev="6.844 / 7.912" total_charge=-1 mol_weight_g_mol=104.1
O -4.1619 -0.1447 -0.5384
O -2.9939 0.9348 0.9104
N -1.0407 -0.6221 0.4110
N -2.1384 -0.8200 -0.2879
N -3.0844 0.0150 0.0579
C -0.0966 1.6695 -0.2335
C 0.0323 -1.4761 0.3284
H -1.1518 1.6838 -0.3749
H -0.1737 -2.5483 0.7677
H 0.3983 -1.7068 -0.7132
H 0.3844 2.3537 0.4785
H 0.9472 -1.0108 0.8631
H 0.4487 1.3082 -1.1008



How far above the most stable structure does each one sit? In eV: i 0.000; ii 3.639.



i:
12
Properties=species:S:1:pos:R:3 method="wB97M-V/def2-TZVPD" homo_energy_ev="-14.23 / -14.23" homo_lumo_gap_ev="8.551 / 8.552" total_charge=+1 mol_weight_g_mol=197.0
I 2.4537 0.2394 0.0066
N 2.2141 -1.6907 -0.2847
N -0.3018 -0.9226 0.3215
C 0.1392 -1.9751 -0.0638
C -0.6905 1.3492 -0.3211
C -0.2782 0.3136 0.7314
H 2.4645 -1.9801 0.6533
H -0.3363 -2.8451 -0.4633
H 0.0943 1.4159 -1.0737
H -1.5771 1.0010 -0.8541
H -0.1645 0.7774 1.7982
H -1.0016 2.3169 0.1283



ii:
12
Properties=species:S:1:pos:R:3 method="wB97M-V/def2-TZVPD" homo_energy_ev=-13.17 homo_lumo_gap_ev=8.236 total_charge=+1 mol_weight_g_mol=197.0
I -4.1524 -0.6920 0.3872
N -0.4451 0.0007 -0.1044
N 1.2126 1.5172 0.2348
C 2.6181 -1.6949 -0.0494
C 0.8389 0.1965 -0.0079
C 1.7946 -0.8194 0.0711
H 2.1380 1.9321 0.4544
H -0.9845 -0.8112 -0.4098
H -1.0842 0.7949 -0.1532
H 0.4908 2.2492 0.1211
H -5.5561 -0.0673 -0.2167
H 3.1294 -2.6057 -0.3273



How far above the most stable structure does each one sit? In eV: i 2.892; ii 0.000.



i:
40
Properties=species:S:1:pos:R:3 method="wB97M-V/def2-TZVPD" homo_energy_ev=-8.74 homo_lumo_gap_ev=9.405 smiles="Cc1ccc(-c2noc(CCC(=O)N3CCCC3)n2)cc1" total_charge=0 mol_weight_g_mol=285.3
O 0.3148 -0.9682 -1.4873
O -3.9120 -1.7915 0.8676
N -4.6398 0.1925 0.1209
N 1.6158 -0.6034 -1.6570
N 1.1485 -0.6969 0.5182
C -6.0171 -0.0688 0.5108
C -5.9147 2.0242 -0.6097
C 3.4507 -0.0595 -0.1439
C 2.0908 -0.4500 -0.4471
C 3.8559 0.0687 1.1817
C 4.3615 0.1914 -1.1694
C 5.6532 0.5645 -0.8642
C -2.2714 -0.2891 -0.0625
C -1.2494 -1.3519 0.3498
C 7.4777 1.0970 0.7672
C -3.6728 -0.7127 0.3596
C 5.1531 0.4430 1.4739
C 0.0934 -1.0084 -0.1641
C -4.4814 1.5170 -0.4447
C 6.0680 0.6961 0.4592
C -6.6613 1.3120 0.5167
H 7.7293 2.0256 0.2569
H -2.0241 0.6695 0.3987
H -6.4912 -0.7277 -0.2255
H 4.0364 0.0881 -2.1928
H -7.7349 1.2694 0.3500
H 5.4610 0.5405 2.5053
H -2.2526 -0.1613 -1.1479
H -3.9454 1.4812 -1.3968
H -3.9187 2.1608 0.2435
H -6.3126 1.7098 -1.5749
H -1.5651 -2.3160 -0.0542
H -6.0348 -0.5724 1.4788
H -1.2007 -1.4305 1.4350
H -5.9771 3.1082 -0.5430
H 7.6209 1.2348 1.8358
H 8.1707 0.3308 0.4205
H -6.4725 1.8123 1.4671
H 3.1431 -0.1288 1.9672
H 6.3581 0.7588 -1.6601



ii:
40
Properties=species:S:1:pos:R:3 method="wB97M-V/def2-TZVPD" homo_energy_ev=-7.87 homo_lumo_gap_ev=8.478 smiles="O=C1N[C@H]2NCC[C@@H](Nc3ccccc3)[C@H]2[C@@H]2OC=C[C@@H]12" total_charge=0 mol_weight_g_mol=285.3
O -0.4543 -1.3780 4.8061
O -2.3463 -0.4985 0.7219
N -0.4379 0.4575 -1.2273
N 1.6313 -2.1825 1.2764
N 1.0486 -1.1490 3.1975
C 0.8231 -1.6309 -1.0099
C 1.3943 -0.8746 1.8114
C -0.1073 1.4670 -2.1547
C 0.4286 3.5126 -3.9571
C 1.2392 2.3781 -3.9444
C 0.6265 -0.1889 -0.4719
C -1.3829 -0.4901 2.8517
C -0.9144 2.5912 -2.1736
C -0.2577 -1.1357 3.6324
C 0.9930 1.3381 -3.0374
C -2.8521 -0.8007 2.9022
C -3.3436 -0.7731 1.6291
C 1.8739 -2.3351 -0.1688
C 0.2965 -0.1633 1.0376
C -1.0985 -0.8318 1.3890
C -0.6910 3.5917 -3.1038
H 2.8754 -1.9565 -0.3940
H -1.7251 2.7138 -1.4897
H -4.3981 -0.9757 1.3716
H 2.3087 -0.2615 1.8321
H 2.3183 -2.6557 1.8155
H 1.8757 -3.4110 -0.4029
H -0.1355 -2.1310 -1.0621
H 0.5943 4.3250 -4.6408
H -1.3304 0.5982 3.0429
H -1.0158 -1.9222 1.3346
H 1.1449 -1.5777 -2.0446
H 1.6406 0.4766 -3.0352
H 1.5309 0.4089 -0.5733
H -3.4335 -0.9508 3.8129
H 2.0787 2.3195 -4.6306
H 0.2232 0.8911 1.2938
H -1.3665 0.4574 -0.8187
H -1.3431 4.4527 -3.1755
H 1.6886 -1.7054 3.7578



How far above the most stable structure does each one sit? In eV: i 0.000; ii 1.400.



i:
25
Properties=species:S:1:pos:R:3 method="wB97M-V/def2-TZVPD" homo_energy_ev=-15.20 homo_lumo_gap_ev=4.733 total_charge=+1 mol_weight_g_mol=145.1
O -0.4847 1.7481 -0.1226
O -1.0224 2.1863 -2.6830
O 1.2746 -2.3807 -2.2663
O -0.4436 -0.4078 -1.8364
O 2.1209 -1.8448 0.3793
O -0.8180 2.2126 2.7972
O 0.1101 -0.5999 2.9655
O -1.5721 -0.9487 0.6165
H -0.7073 -0.4700 2.4630
H 1.4937 -2.3910 -1.3370
H -2.2386 -1.6307 0.4703
H 0.7224 -0.9388 2.3000
H -0.6100 1.4099 3.2902
H 1.2825 -3.3105 -2.5520
H -1.1601 -0.7023 -0.2336
H 2.9831 -1.4129 0.4534
H -1.0347 2.2248 -1.7179
H -0.4921 2.9002 -3.0440
H 1.4727 -1.1018 0.3674
H 0.0370 1.0628 0.2920
H -1.0510 2.1358 0.5608
H 0.0952 -1.1163 -2.2469
H -0.5107 0.3655 -2.4477
H -0.1635 2.8487 3.1066
H 0.7168 0.1615 0.4254



ii:
25
Properties=species:S:1:pos:R:3 method="wB97M-V/def2-TZVPD" homo_energy_ev=-14.22 homo_lumo_gap_ev=11.565 total_charge=+1 mol_weight_g_mol=145.1
O 0.6288 -1.3573 1.2401
O 0.0778 0.4058 -2.1341
O -2.3706 0.4199 -0.3262
O 1.8724 0.0088 -0.5637
O -1.8744 -0.6606 -3.8527
O -2.4314 2.7196 1.2124
O -0.8939 0.0734 3.1095
O 5.1743 -1.8630 1.0977
H -1.1075 0.9994 2.9598
H 1.4291 -0.5818 0.1317
H -2.3665 -0.9771 -3.0909
H 0.0335 0.5565 -3.0805
H -0.3353 -1.4037 1.2907
H -2.2290 -1.1312 -4.6132
H 2.7583 -0.3226 -0.8021
H 0.8537 -1.1369 2.1513
H 4.9482 -2.0248 2.0320
H -1.9428 3.4546 1.5977
H -0.7713 0.4762 -1.6843
H -3.3054 0.2162 -0.4276
H -3.3405 2.7658 1.5196
H 6.0086 -1.4011 1.2449
H -1.0010 -0.0606 4.0635
H 1.2472 0.1352 -1.4321
H -2.1623 1.1974 0.2070



How far above the most stable structure does each one sit? In eV: i 7.756; ii 0.000.



i:
14
Properties=species:S:1:pos:R:3 method="wB97M-V/def2-TZVPD" homo_energy_ev=-7.54 homo_lumo_gap_ev=8.019 total_charge=0 mol_weight_g_mol=230.1
I 1.1828 0.8648 -3.0751
S 1.2945 1.1065 0.1171
O 2.2561 -0.0074 0.8917
C -0.6800 -0.5367 -0.9700
C -1.0310 -0.4615 0.4723
C 0.7115 -0.0100 -1.1297
C -0.2556 0.6613 1.1620
H 0.1501 0.5503 2.1765
H -0.8611 1.5764 1.0969
H -1.4910 0.0943 -1.4732
H -0.6925 -1.3198 1.0336
H -2.2226 -0.1333 0.6943
H 2.2704 -0.7782 0.4380
H -0.6317 -1.6067 -1.4346



ii:
14
Properties=species:S:1:pos:R:3 method="wB97M-V/def2-TZVPD" homo_energy_ev=-9.36 homo_lumo_gap_ev=9.364 smiles="CC(C)(S)C(=O)I" total_charge=0 mol_weight_g_mol=230.1
I -1.6449 0.2840 -2.8054
S 0.5397 1.9376 0.5762
O 1.2499 0.6504 -2.2084
C 0.1099 0.0475 0.0437
C -1.2485 -0.1161 0.4885
C 1.1480 -0.8783 0.4117
C 0.2362 0.2902 -1.7418
H 1.8169 -0.3604 1.1743
H 0.0961 1.7401 1.8759
H 1.7885 -0.9294 -0.4910
H -1.9684 0.5248 0.0084
H 0.7125 -1.8106 0.8457
H -1.3166 -0.1222 1.5520
H -1.5192 -1.2577 0.2701



How far above the most stable structure does each one sit? In eV: i 2.049; ii 0.000.